Record 1
The following is a DFT calculation (ωB97M-V/def2-TZVPD) of C41H40N2O5P2SSn as an isolated structure.

```
92
Properties=species:S:1:pos:R:3:lowdin_charge:R:1
Sn 2.89707 -1.57041 -0.06702 1.396
S 2.75593 1.36746 -0.31533 0.401
P 0.11528 -2.23393 -0.10131 1.010
P 0.30711 2.82890 -0.51500 1.031
O 3.10150 0.53815 -1.45877 -0.379
O 1.07661 1.40317 -0.35630 -0.359
O 2.99712 0.58277 0.91695 -0.414
O 3.18424 2.72294 -0.30566 -0.218
O -1.62717 0.26419 0.02454 0.031
N 5.34597 -1.66671 0.88534 -0.055
N 2.87733 -1.82455 2.32388 -0.062
C 5.31570 -1.71185 2.36279 -0.229
C 0.00407 3.35777 -4.46802 -0.046
C 4.09916 -2.47880 2.85114 -0.213
C -0.20858 2.96517 -3.15925 -0.059
C -2.42814 -3.29132 -0.23857 -0.072
C 0.62549 3.45471 -2.14682 -0.280
C 1.15264 -5.31417 3.16703 -0.059
C -5.82642 0.49002 -0.51422 -0.018
C 1.05961 -2.41166 -4.02993 -0.056
C 1.81679 -5.36319 1.95137 -0.071
C 1.17063 5.17505 0.78495 -0.055
C -2.39133 -0.89450 -0.02384 -0.167
C -0.21442 -3.50376 2.34885 -0.099
C -1.70579 -2.10514 -0.13732 -0.257
C -3.80699 -3.27665 -0.21119 -0.037
C 1.03115 4.24578 -4.76748 -0.036
C -4.53208 0.42817 0.31317 -0.428
C 0.72407 3.86056 0.87929 -0.299
C 0.91250 -3.74801 -4.37434 -0.052
C -4.19411 2.87686 -0.14116 0.013
C -2.06668 3.86086 -0.50402 -0.069
C 1.66525 4.33667 -2.45088 -0.064
C 0.55332 -4.68033 -3.40882 -0.050
C -3.42890 4.00264 -0.38890 -0.028
C -4.88127 0.47936 1.81470 0.004
C 1.85597 4.73448 -3.76286 -0.040
C -3.78126 -0.86310 0.04160 -0.089
C 1.21911 5.30188 3.18495 -0.041
C 0.51803 3.26266 2.12655 -0.063
C 0.13660 -4.38152 3.36483 -0.056
C 0.33667 -4.28390 -2.09667 -0.090
C 0.47948 -2.94429 -1.74172 -0.428
C 0.77187 3.98810 3.27758 -0.049
C -4.46415 -2.06905 -0.05641 0.005
C -3.63845 1.61114 -0.01262 -0.080
C 1.41448 5.89341 1.94474 -0.041
C 1.46811 -4.48378 0.92887 -0.145
C -2.25443 1.47649 -0.12621 -0.149
C 0.44172 -3.55219 1.11443 -0.425
C -1.46403 2.60442 -0.37406 -0.197
C 0.84701 -2.01409 -2.71823 -0.143
H 6.05283 -1.01494 0.56212 0.105
H 6.21850 -2.14352 2.78867 0.127
H 0.60770 3.53540 4.24735 0.116
H 2.65517 5.42366 -4.00305 0.121
H 1.41250 -6.00963 3.95629 0.117
H 2.86278 -0.85537 2.63434 0.086
H -5.40209 1.40970 2.05520 0.097
H -3.97890 0.42217 2.42889 0.098
H -0.39087 -4.34765 4.31021 0.117
H 5.24545 -0.68064 2.70904 0.125
H -3.89296 4.97592 -0.48220 0.124
H -1.90035 -4.23353 -0.32441 0.109
H -5.54439 -2.07274 0.00037 0.119
H 2.33850 4.68767 -1.68122 0.097
H 1.07602 -4.06532 -5.39715 0.117
H 1.76195 6.91634 1.87844 0.120
H -0.64118 2.98428 -5.25221 0.118
H 1.34111 -1.68078 -4.77704 0.115
H 0.15628 2.24035 2.19275 0.118
H 1.31369 5.64534 -0.17971 0.104
H -4.36863 -4.19850 -0.29273 0.120
H 2.59424 -6.10186 1.78738 0.119
H -5.26375 2.99662 -0.03160 0.122
H -5.52981 -0.35890 2.07898 0.097
H 1.40679 5.87060 4.08702 0.119
H 0.43906 -5.72317 -3.68149 0.117
H 1.19069 4.55720 -5.79235 0.121
H 0.94910 -0.96844 -2.45351 0.083
H 1.97673 -4.55153 -0.02710 0.088
H 0.05917 -5.02736 -1.35868 0.105
H 2.03297 -2.26136 2.68532 0.076
H -1.01099 -2.78521 2.51160 0.115
H -6.47815 -0.35102 -0.28474 0.081
H -1.45222 4.73628 -0.69342 0.122
H -6.39896 1.38770 -0.28495 0.082
H -5.60976 0.47870 -1.58485 0.110
H 4.11390 -2.48718 3.93905 0.130
H 5.61488 -2.57484 0.51423 0.088
H -1.02488 2.29240 -2.92400 0.116
H 4.10451 -3.51373 2.50459 0.114
```

Output
Net charge: +2
E_LUMO in Ha: -0.1761
Electronic energy in Ha: -3366.9009
HOMO energy in eV: -13.192
Energy relative to the best compared isomer or geometry (same formula, charge and spin) in kJ/mol: 31.46
F_max in eV/A: 1.0

Record 2
The following is a DFT calculation (ωB97M-V/def2-TZVPD) of C21H32N4O4 as an isolated structure.

```
61
Properties=species:S:1:pos:R:3:lowdin_charge:R:1
O -1.37068 -3.47756 -0.93709 -0.184
O 0.76023 -0.49252 -3.59735 0.175
O 2.90263 2.05288 0.04517 -0.068
O 2.78627 -2.31829 1.12886 0.044
N 0.28563 -0.30271 -1.58290 0.078
N 0.16933 0.40493 2.54262 0.099
N 1.57918 -2.75220 -0.70927 -0.033
N 2.14392 0.38735 1.56164 0.191
C -2.23692 -1.99492 0.98376 -0.141
C -3.07432 3.10701 0.12973 -0.015
C -0.21693 1.06554 -1.57317 -0.255
C -2.24344 -2.21310 -0.46929 -0.177
C 4.11661 -0.05622 -0.04775 -0.009
C 2.66724 -1.97740 -0.03441 -0.383
C -1.83202 3.51006 -2.09664 -0.171
C -1.28228 2.20076 3.08627 0.010
C 0.92686 2.56267 2.03151 -0.045
C -1.57870 3.04371 -0.86049 -0.402
C -0.17357 2.96287 2.64020 -0.109
C 0.88632 -3.85342 -0.21151 -0.187
C 3.29653 -0.97428 -0.95723 -0.008
C 1.24609 -2.32449 -2.30767 0.096
C 0.95993 -0.80762 -2.53627 -0.664
C -0.69095 0.90533 3.15929 -0.289
C 0.97770 1.19375 1.70267 -0.168
C 2.99364 0.80718 0.57925 -0.272
C -0.66615 -2.58539 1.30113 -0.038
C -0.60413 -3.87552 0.36291 -0.156
C -1.37728 1.48310 -0.85744 -0.199
H -2.15426 -1.40548 -1.17251 0.052
H 0.15270 -0.70813 -0.34393 0.250
H 0.79109 1.81280 -1.08433 0.197
H 0.35431 -2.90464 -2.30095 0.100
H -1.40153 0.14394 3.56035 0.124
H -2.91424 2.72701 1.02920 -0.048
H 4.67567 0.44003 -0.48654 0.004
H -0.70024 -3.04503 2.14922 0.036
H -0.05320 1.33273 -2.55726 0.085
H 4.13814 -1.76016 -1.13211 0.203
H -2.39567 -1.04088 1.31340 0.043
H -3.38290 -2.69289 -1.01411 0.183
H -0.22984 -1.54451 1.08208 0.089
H -2.22892 4.60581 -2.17941 0.121
H -3.42230 4.27071 0.14010 0.111
H -2.66556 2.99699 -2.83716 0.159
H -2.28884 0.90850 -1.43780 0.163
H 1.51332 -4.02286 0.87796 0.181
H 2.35770 -0.47259 1.71698 0.031
H -1.48013 1.04851 0.45137 0.187
H 1.54650 3.17368 1.39612 0.107
H 2.83207 -0.61308 -1.59501 -0.022
H 4.50003 -0.48990 0.76009 0.096
H -0.86768 3.43284 -2.54085 0.072
H -0.88537 3.53612 -0.29254 0.091
H 0.89602 -4.82212 -0.89590 0.155
H -2.06326 2.58475 3.65326 0.087
H 2.06798 -2.55368 -2.74093 0.046
H -0.80780 -4.71494 0.59799 0.029
H -2.98668 -2.79206 1.39015 0.142
H -0.33049 4.15028 2.43657 0.165
H -3.91736 2.73674 -0.42002 0.042
```

Output
E_LUMO in Ha: -0.0209
Electronic energy in Ha: -1338.6281
HOMO energy in eV: -8.709
Energy relative to the best compared isomer or geometry (same formula, charge and spin) in kJ/mol: 2241.25
F_max in eV/A: 19.8

Record 3
The following is a DFT calculation (ωB97M-V/def2-TZVPD) of C23H14Br3N3Pt as an isolated structure.

```
44
Properties=species:S:1:pos:R:3:lowdin_charge:R:1
Pt -0.16405 -0.71357 -0.79622 1.011
Br -6.80464 -1.35365 -0.71733 0.704
Br 6.49756 -0.80344 0.29140 0.806
Br 1.16134 -2.02223 5.83824 0.795
N 1.95343 -1.01497 -0.54756 -0.046
N 0.14027 -1.68784 1.34000 0.027
N 0.38652 6.59552 -1.79977 0.142
C 0.33610 3.18214 -2.61155 -0.042
C -4.42272 0.20928 -0.77672 -0.137
C 0.20066 4.02621 -1.51441 -0.249
C -4.08197 -2.16797 -0.90360 -0.150
C 0.74219 -1.91840 4.00923 -0.675
C 0.30542 5.45501 -1.67561 -0.192
C -0.56643 -2.04463 3.58946 -0.082
C 2.81665 -0.76380 -1.53411 -0.092
C 4.18504 -0.70251 -1.34273 -0.080
C -0.15681 2.11094 -0.10281 -0.130
C -0.81768 -1.91653 2.23264 -0.089
C 1.74977 -1.68562 3.08619 -0.051
C -0.04204 3.48238 -0.25433 -0.043
C -2.15230 -0.65960 -0.89190 -0.337
C -3.04641 0.40893 -0.81840 -0.108
C -4.92794 -1.07696 -0.81183 -0.710
C 2.42072 -1.24689 0.68613 -0.181
C 1.40279 -1.56922 1.75004 -0.198
C 4.65765 -0.90659 -0.06278 -0.673
C -0.03531 1.24080 -1.19645 -0.333
C 3.77499 -1.19215 0.96503 -0.049
C -2.71064 -1.94663 -0.93974 -0.160
C 0.21995 1.80973 -2.44847 -0.115
H 0.31440 1.17324 -3.31886 0.089
H 2.37911 -0.59670 -2.50812 0.115
H 4.14895 -1.37048 1.96075 0.102
H -4.48491 -3.17169 -0.93550 0.096
H 4.85068 -0.48818 -2.16564 0.112
H -1.82434 -1.99083 1.83607 0.117
H -1.36788 -2.23405 4.28876 0.111
H -2.67451 1.42528 -0.79464 0.086
H -0.14505 4.14102 0.59877 0.116
H -2.05879 -2.81578 -1.00554 0.087
H -0.35970 1.71281 0.88437 0.093
H 0.52658 3.60571 -3.58969 0.116
H 2.76970 -1.57192 3.41937 0.101
H -5.09636 1.05381 -0.71212 0.098
```

Output
E_LUMO in Ha: -0.0436
Electronic energy in Ha: -8890.4697
HOMO energy in eV: -7.820
Energy relative to the best compared isomer or geometry (same formula, charge and spin) in kJ/mol: 95.08
F_max in eV/A: 1.1

Record 4
The following is a DFT calculation (ωB97M-V/def2-TZVPD) of a single C4H8O2 molecule.

```
14
Properties=species:S:1:pos:R:3:lowdin_charge:R:1
O 0.33814 -0.36341 0.70319 -0.274
O -0.97017 -0.03666 -1.18956 -0.085
C 0.38062 -0.25175 -1.53184 -0.149
C 1.13048 0.24493 -0.28796 -0.152
C -1.28978 -0.44651 0.08955 -0.077
C -0.40366 0.38581 1.84538 -0.059
H 2.16284 -0.11780 -0.23157 0.134
H 0.58649 -1.31891 -1.69631 0.132
H 0.21479 0.20441 2.73606 0.014
H -0.29562 1.44850 1.57021 0.026
H -1.37095 -1.51719 0.27612 0.128
H -2.17459 0.11754 0.36319 0.100
H 1.09976 1.33775 -0.20419 0.130
H 0.59164 0.31329 -2.44226 0.132
```

Output
E_LUMO in Ha: 0.0308
Electronic energy in Ha: -307.4675
HOMO energy in eV: -7.062
Energy relative to the best compared isomer or geometry (same formula, charge and spin) in kJ/mol: 643.17
F_max in eV/A: 0.5

- Which value of F_max does entry 1 give?
  1.0 eV/A

Repeat the third record exactly.
The following is a DFT calculation (ωB97M-V/def2-TZVPD) of C23H14Br3N3Pt as an isolated structure.

```
44
Properties=species:S:1:pos:R:3:lowdin_charge:R:1
Pt -0.16405 -0.71357 -0.79622 1.011
Br -6.80464 -1.35365 -0.71733 0.704
Br 6.49756 -0.80344 0.29140 0.806
Br 1.16134 -2.02223 5.83824 0.795
N 1.95343 -1.01497 -0.54756 -0.046
N 0.14027 -1.68784 1.34000 0.027
N 0.38652 6.59552 -1.79977 0.142
C 0.33610 3.18214 -2.61155 -0.042
C -4.42272 0.20928 -0.77672 -0.137
C 0.20066 4.02621 -1.51441 -0.249
C -4.08197 -2.16797 -0.90360 -0.150
C 0.74219 -1.91840 4.00923 -0.675
C 0.30542 5.45501 -1.67561 -0.192
C -0.56643 -2.04463 3.58946 -0.082
C 2.81665 -0.76380 -1.53411 -0.092
C 4.18504 -0.70251 -1.34273 -0.080
C -0.15681 2.11094 -0.10281 -0.130
C -0.81768 -1.91653 2.23264 -0.089
C 1.74977 -1.68562 3.08619 -0.051
C -0.04204 3.48238 -0.25433 -0.043
C -2.15230 -0.65960 -0.89190 -0.337
C -3.04641 0.40893 -0.81840 -0.108
C -4.92794 -1.07696 -0.81183 -0.710
C 2.42072 -1.24689 0.68613 -0.181
C 1.40279 -1.56922 1.75004 -0.198
C 4.65765 -0.90659 -0.06278 -0.673
C -0.03531 1.24080 -1.19645 -0.333
C 3.77499 -1.19215 0.96503 -0.049
C -2.71064 -1.94663 -0.93974 -0.160
C 0.21995 1.80973 -2.44847 -0.115
H 0.31440 1.17324 -3.31886 0.089
H 2.37911 -0.59670 -2.50812 0.115
H 4.14895 -1.37048 1.96075 0.102
H -4.48491 -3.17169 -0.93550 0.096
H 4.85068 -0.48818 -2.16564 0.112
H -1.82434 -1.99083 1.83607 0.117
H -1.36788 -2.23405 4.28876 0.111
H -2.67451 1.42528 -0.79464 0.086
H -0.14505 4.14102 0.59877 0.116
H -2.05879 -2.81578 -1.00554 0.087
H -0.35970 1.71281 0.88437 0.093
H 0.52658 3.60571 -3.58969 0.116
H 2.76970 -1.57192 3.41937 0.101
H -5.09636 1.05381 -0.71212 0.098
```

Output
E_LUMO in Ha: -0.0436
Electronic energy in Ha: -8890.4697
HOMO energy in eV: -7.820
Energy relative to the best compared isomer or geometry (same formula, charge and spin) in kJ/mol: 95.08
F_max in eV/A: 1.1

Please write out number 2 again, unchanged.
The following is a DFT calculation (ωB97M-V/def2-TZVPD) of C21H32N4O4 as an isolated structure.

```
61
Properties=species:S:1:pos:R:3:lowdin_charge:R:1
O -1.37068 -3.47756 -0.93709 -0.184
O 0.76023 -0.49252 -3.59735 0.175
O 2.90263 2.05288 0.04517 -0.068
O 2.78627 -2.31829 1.12886 0.044
N 0.28563 -0.30271 -1.58290 0.078
N 0.16933 0.40493 2.54262 0.099
N 1.57918 -2.75220 -0.70927 -0.033
N 2.14392 0.38735 1.56164 0.191
C -2.23692 -1.99492 0.98376 -0.141
C -3.07432 3.10701 0.12973 -0.015
C -0.21693 1.06554 -1.57317 -0.255
C -2.24344 -2.21310 -0.46929 -0.177
C 4.11661 -0.05622 -0.04775 -0.009
C 2.66724 -1.97740 -0.03441 -0.383
C -1.83202 3.51006 -2.09664 -0.171
C -1.28228 2.20076 3.08627 0.010
C 0.92686 2.56267 2.03151 -0.045
C -1.57870 3.04371 -0.86049 -0.402
C -0.17357 2.96287 2.64020 -0.109
C 0.88632 -3.85342 -0.21151 -0.187
C 3.29653 -0.97428 -0.95723 -0.008
C 1.24609 -2.32449 -2.30767 0.096
C 0.95993 -0.80762 -2.53627 -0.664
C -0.69095 0.90533 3.15929 -0.289
C 0.97770 1.19375 1.70267 -0.168
C 2.99364 0.80718 0.57925 -0.272
C -0.66615 -2.58539 1.30113 -0.038
C -0.60413 -3.87552 0.36291 -0.156
C -1.37728 1.48310 -0.85744 -0.199
H -2.15426 -1.40548 -1.17251 0.052
H 0.15270 -0.70813 -0.34393 0.250
H 0.79109 1.81280 -1.08433 0.197
H 0.35431 -2.90464 -2.30095 0.100
H -1.40153 0.14394 3.56035 0.124
H -2.91424 2.72701 1.02920 -0.048
H 4.67567 0.44003 -0.48654 0.004
H -0.70024 -3.04503 2.14922 0.036
H -0.05320 1.33273 -2.55726 0.085
H 4.13814 -1.76016 -1.13211 0.203
H -2.39567 -1.04088 1.31340 0.043
H -3.38290 -2.69289 -1.01411 0.183
H -0.22984 -1.54451 1.08208 0.089
H -2.22892 4.60581 -2.17941 0.121
H -3.42230 4.27071 0.14010 0.111
H -2.66556 2.99699 -2.83716 0.159
H -2.28884 0.90850 -1.43780 0.163
H 1.51332 -4.02286 0.87796 0.181
H 2.35770 -0.47259 1.71698 0.031
H -1.48013 1.04851 0.45137 0.187
H 1.54650 3.17368 1.39612 0.107
H 2.83207 -0.61308 -1.59501 -0.022
H 4.50003 -0.48990 0.76009 0.096
H -0.86768 3.43284 -2.54085 0.072
H -0.88537 3.53612 -0.29254 0.091
H 0.89602 -4.82212 -0.89590 0.155
H -2.06326 2.58475 3.65326 0.087
H 2.06798 -2.55368 -2.74093 0.046
H -0.80780 -4.71494 0.59799 0.029
H -2.98668 -2.79206 1.39015 0.142
H -0.33049 4.15028 2.43657 0.165
H -3.91736 2.73674 -0.42002 0.042
```

Output
E_LUMO in Ha: -0.0209
Electronic energy in Ha: -1338.6281
HOMO energy in eV: -8.709
Energy relative to the best compared isomer or geometry (same formula, charge and spin) in kJ/mol: 2241.25
F_max in eV/A: 19.8

Please write out number 4 again, unchanged.
The following is a DFT calculation (ωB97M-V/def2-TZVPD) of a single C4H8O2 molecule.

```
14
Properties=species:S:1:pos:R:3:lowdin_charge:R:1
O 0.33814 -0.36341 0.70319 -0.274
O -0.97017 -0.03666 -1.18956 -0.085
C 0.38062 -0.25175 -1.53184 -0.149
C 1.13048 0.24493 -0.28796 -0.152
C -1.28978 -0.44651 0.08955 -0.077
C -0.40366 0.38581 1.84538 -0.059
H 2.16284 -0.11780 -0.23157 0.134
H 0.58649 -1.31891 -1.69631 0.132
H 0.21479 0.20441 2.73606 0.014
H -0.29562 1.44850 1.57021 0.026
H -1.37095 -1.51719 0.27612 0.128
H -2.17459 0.11754 0.36319 0.100
H 1.09976 1.33775 -0.20419 0.130
H 0.59164 0.31329 -2.44226 0.132
```

Output
E_LUMO in Ha: 0.0308
Electronic energy in Ha: -307.4675
HOMO energy in eV: -7.062
Energy relative to the best compared isomer or geometry (same formula, charge and spin) in kJ/mol: 643.17
F_max in eV/A: 0.5